Record 1
The following is a DFT calculation (wB97M-V/def2-TZVPD) of a 2-piece molecular cluster, C7H14N2O2S overall.

ORCA input file:
```
! wB97M-V def2-TZVPD RIJCOSX def2/J DEFGRID3
* xyz 0 1
C 2.91611 -0.76213 0.56234
C 2.41399 -0.08076 -0.70869
C 0.65890 1.56046 -0.28249
C -0.80392 1.61442 -0.01437
C -2.58989 -0.14533 -0.76915
C -2.80479 -0.83219 0.64829
C -0.06263 -0.44509 -0.61542
H 5.05544 0.02054 1.44310
H 2.68586 -0.04647 1.50246
H 2.48801 -1.62165 1.03384
H 2.56468 -0.62391 -1.69977
H 2.77150 1.17719 -0.73785
H 0.62931 1.94236 -1.52752
H 1.34952 2.21621 0.31269
H -0.97213 1.29362 1.05180
H -1.37649 2.47974 -0.43067
H -2.75792 -1.01292 -1.46761
H -3.44883 0.70619 -0.79869
H -2.51206 -0.26405 1.65673
H -2.43221 -1.85986 0.60806
H -4.13299 -1.90322 1.20529
N 1.07229 0.26060 -0.25576
N -1.22494 0.46382 -0.92108
O 4.43364 -1.01619 0.49859
O -4.18163 -1.03672 0.67997
S 0.26118 -2.08468 -0.97410
*
```

Properties
Frontier orbital gap (eV): 7.74
Energy (eV): -25388.690
Energy above the lowest of the compared OMol25 structures with the same formula, charge and spin (eV): 7.724
HOMO energy (eV): -8.37

Here are the Mulliken charges for atoms 1 to 4, given in e:
1. C -0.36
2. C -0.48
3. C -0.76
4. C -0.60

***

Record 2
The following is a DFT calculation (wB97M-V/def2-TZVPD) of C17H25N7PdS2 as an isolated structure.

ORCA input file:
```
! wB97M-V def2-TZVPD RIJCOSX def2/J DEFGRID3
* xyz 2 3
Pd -0.08207 -0.01148 0.88998
N -0.43752 0.96537 3.98932
C -1.66712 0.30969 4.58837
C -2.90868 0.68294 3.79270
C -3.09080 -0.04750 2.46022
N -2.25287 0.55658 1.39140
C -2.84714 -1.55186 2.59274
C -1.60244 -1.96907 3.37618
N -0.38134 -1.80460 2.55906
C -1.47975 -1.20016 4.69287
H -0.51978 1.98350 4.00485
H -0.30456 0.67360 2.99956
H 0.40357 0.70809 4.50825
H -1.74228 0.72959 5.59147
H -2.97396 1.76689 3.65455
H -3.75959 0.42200 4.42573
H -4.13997 0.08251 2.18079
H -2.50612 1.53694 1.30246
H -2.53590 0.13835 0.50504
H -2.81587 -2.00679 1.59820
H -3.71695 -1.97990 3.09576
H -1.72781 -3.02290 3.64129
H -0.38083 -2.50601 1.82218
H 0.43881 -2.01625 3.12088
H -0.53657 -1.44125 5.19293
H -2.26321 -1.55466 5.36597
S 1.58734 -1.29493 -0.36070
C 0.39414 -2.16991 -1.15867
N -0.91617 -1.99772 -0.96053
C -1.62992 -2.85141 -1.72040
C -3.04027 -2.93125 -1.75280
C -3.62693 -3.84668 -2.57709
C -2.84554 -4.70417 -3.39012
C -1.47015 -4.65108 -3.38738
C -0.85894 -3.72069 -2.55151
S 0.81212 -3.40493 -2.33019
H -3.62487 -2.26351 -1.13433
H -4.70417 -3.92554 -2.62322
H -3.34752 -5.41515 -4.03208
H -0.88406 -5.30653 -4.01605
N 0.03177 5.53681 0.59206
C 0.74334 4.38808 0.61337
C 0.13216 3.12173 0.70205
N 0.85673 2.00777 0.73044
C 2.18600 2.11805 0.67484
C 2.77855 3.37278 0.61018
N 2.07443 4.48727 0.58524
H -0.94540 5.53329 0.36049
H 0.54335 6.38504 0.40711
H -0.94591 3.02859 0.71858
H 2.76956 1.20902 0.68280
H 3.85688 3.46937 0.57618
*
```

Properties
Frontier orbital gap (spin up / spin down) (eV): 8.41 / 5.63
Energy (eV): -53602.669
HOMO energy (spin up / spin down) (eV): -13.74 / -13.91

Here are the Mulliken charges for atoms 1 to 4, given in e:
1. Pd -0.04
2. N 0.20
3. C 0.23
4. C -1.30

***

Record 3
The following is a DFT calculation (wB97M-V/def2-TZVPD) of C34H51BrFeN2P2 as an isolated structure.

ORCA input file:
```
! wB97M-V def2-TZVPD RIJCOSX def2/J DEFGRID3
* xyz 2 5
C -0.29852 1.61443 -8.00011
C -0.56482 2.29665 -6.79675
C -1.11446 3.59514 -6.87860
C -1.31231 4.16051 -8.14296
N -1.00639 3.51970 -9.26375
C -0.53755 2.27980 -9.20888
C -0.22222 1.72514 -5.51984
C 0.15864 1.47327 -4.39216
C 0.40329 1.09155 -3.07390
C -0.19014 -0.10778 -2.67766
C -0.28281 -0.32657 -1.29912
C 0.45833 0.54657 -0.40394
C 1.20290 1.61627 -0.84020
C 1.07267 1.95645 -2.18477
Fe 0.46289 -1.19633 0.19300
P -1.66035 -1.40908 1.19154
H -1.32068 4.19384 -5.98952
H 0.15117 0.62137 -8.01921
H -1.71490 5.16595 -8.25005
H -0.32901 1.80385 -10.16525
H 1.47128 2.89456 -2.55028
H -0.63811 -0.79947 -3.39362
H 1.86619 2.16553 -0.17552
H -1.01483 -1.12391 -0.96557
C -1.56650 -1.66282 2.98701
C -2.79057 -1.25852 3.80160
H -0.67989 -1.11449 3.33976
H -1.34146 -2.73109 3.12165
H -2.62409 -1.53423 4.85142
H -2.96575 -0.17639 3.78062
H -3.70677 -1.76126 3.47186
C -2.64709 0.12674 0.85548
C -3.61136 0.13320 -0.33648
H -1.89332 0.91310 0.69874
H -3.16982 0.36417 1.79326
H -3.89936 1.17708 -0.53486
H -3.15246 -0.25546 -1.25906
H -4.53743 -0.42607 -0.14045
C -2.67101 -2.79500 0.55638
C -4.04835 -2.99415 1.19398
H -2.06177 -3.70076 0.69736
H -2.77628 -2.65415 -0.52973
H -4.60143 -3.73539 0.60192
H -3.97060 -3.38780 2.21371
H -4.65627 -2.07980 1.21368
Br 1.40329 -0.07526 2.05433
P 0.05080 3.91471 2.27987
C -1.38102 2.80181 2.52319
C -2.24910 3.37875 3.64712
H -1.01742 1.79154 2.74755
H -1.94714 2.75527 1.58675
H -3.28591 3.02784 3.56344
H -1.86183 3.09241 4.63343
H -2.26103 4.47804 3.59163
C 1.54731 3.01953 2.80576
C 2.59158 3.93307 3.43874
H 1.95457 2.46724 1.95222
H 1.21300 2.28294 3.54725
H 3.32524 3.32696 3.98132
H 3.11827 4.51581 2.67699
H 2.10896 4.61281 4.15135
C 0.13307 4.22970 0.48654
C -0.40129 5.60882 0.08647
H -0.42758 3.42291 0.00379
H 1.17890 4.12780 0.18264
H -0.06296 5.85938 -0.92620
H -1.49653 5.63303 0.09618
H -0.03287 6.38809 0.76434
C 2.72613 -4.28713 2.86891
N 3.61558 -3.18611 2.40092
C 5.04561 -3.52580 2.66580
C 3.45283 -2.63006 0.96336
C 2.53834 -3.47305 0.15969
C 3.05458 -4.74174 -0.19835
C 2.21873 -5.70501 -0.75128
C 0.88568 -5.37915 -1.01613
C 0.41122 -4.07819 -0.75818
C 1.24106 -3.11242 -0.18520
H 2.97437 -5.23136 2.36156
H 1.66852 -4.03078 2.72345
H 2.92652 -4.40574 3.94412
H 3.38054 -2.38127 2.99708
H 5.30618 -4.41531 2.08808
H 5.65220 -2.67741 2.35269
H 5.15359 -3.71658 3.73343
H 3.10235 -1.59849 1.09238
H 4.46399 -2.59003 0.54104
H 4.11113 -4.97058 -0.00653
H 2.61137 -6.69631 -0.97729
H 0.21829 -6.13105 -1.43466
H -0.62786 -3.83397 -1.01035
*
```

Properties
Frontier orbital gap (spin up / spin down) (eV): 6.59 / 4.36
Energy (eV): -162052.718
Energy above the lowest of the compared OMol25 structures with the same formula, charge and spin (eV): 2.204
HOMO energy (spin up / spin down) (eV): -12.63 / -12.86

Here are the Mulliken charges for atoms 1 to 4, given in e:
1. C -0.43
2. C 0.61
3. C -0.40
4. C -0.33